Record 1
ORCA calculation (the ωB97M-V functional and the def2-TZVPD basis) on a molecular structure, C37H27N6O6RhS2.

```
79
Properties=species:S:1:pos:R:3
O 3.030 -2.938 0.320
C 0.963 -0.777 -4.254
H -2.138 6.412 2.281
H -1.978 -3.010 -3.424
N 0.795 -2.525 0.987
H 3.523 -3.917 -2.510
C -1.878 2.952 1.915
H -3.563 -1.144 -3.929
O -3.216 5.358 1.715
C 0.316 -0.211 -5.478
C 2.015 0.601 4.446
C -0.546 4.802 -0.805
H -1.584 6.343 0.207
N 0.633 0.290 2.541
N -1.227 -0.968 -0.888
C -2.904 -1.096 -3.072
C 1.144 4.693 1.404
H 0.102 -0.983 -6.214
C 2.147 -5.918 0.932
C -1.206 -2.028 -1.689
H 2.346 -4.520 -3.698
C 1.662 -0.437 -2.122
H -0.155 3.165 4.095
H 1.669 2.394 5.579
C 1.462 -4.697 1.025
Rh -0.055 -0.629 0.800
H -1.809 3.679 2.712
C -3.543 4.541 0.820
H 1.970 -8.023 1.204
N 2.114 -1.682 -1.973
H 1.924 -4.387 -1.976
O -1.437 6.861 2.816
C -2.100 0.039 -1.131
O 0.546 6.272 3.589
C -2.906 2.268 -0.144
H 2.817 0.230 5.068
C 1.342 3.806 0.371
C 1.375 1.796 4.727
C -0.560 -5.834 1.796
H 1.289 -2.761 -5.027
N 1.097 0.053 -3.215
H -1.589 -5.800 2.129
C 0.452 3.805 -0.726
H -0.607 0.300 -5.202
C 1.830 -3.353 0.743
O -4.328 4.650 -0.122
H 0.975 0.533 -5.928
H 2.880 -2.266 -0.400
C 1.613 -0.126 3.339
C -0.006 1.453 2.811
H 3.180 -5.952 0.610
C 0.122 -7.029 1.696
S 0.443 2.577 -1.900
C -0.757 5.651 0.257
H -3.631 2.480 -0.919
H 2.157 3.095 0.397
C 0.112 -4.661 1.457
C 1.404 -2.090 -4.187
C 0.042 5.554 1.396
H -1.195 4.842 -1.670
C 0.349 2.229 3.900
H -0.375 -7.956 1.953
C 1.466 -7.067 1.267
H 1.783 4.688 2.276
C -2.027 -2.131 -2.799
C -2.947 0.001 -2.224
H -3.635 0.814 -2.402
N -1.198 0.976 0.833
H -0.507 -2.808 -1.413
C -2.778 3.194 0.885
O -1.362 -2.694 1.717
C 1.989 -2.521 -3.004
C -0.259 6.272 2.690
C -1.072 1.831 1.852
S 1.839 0.555 -0.675
C 2.471 -3.921 -2.799
C -2.099 1.144 -0.140
H 2.073 -1.067 3.066
C -0.285 -3.267 1.439
```

Energy relative to the best compared isomer or geometry (same formula, charge and spin) = 0.00 kJ/mol
E_HOMO (spin up / spin down) = -0.220 / -0.314 Eh
<S²> = 6.06
Spin multiplicity = 5
Frontier orbital gap (spin up / spin down) = 4.811 / 5.325 eV

Let us look at the Mulliken charges, expressed in e, one per atom:
1. O -0.73
2. C 0.83
3. H 0.49
4. H 0.48
5. N 0.52
6. H 0.32
7. C -0.55
8. H 0.47
9. O -0.75
10. C -1.39
11. C -0.90
12. C -0.91
13. H 0.73
14. N 0.26
15. N 0.93
16. C -0.75
17. C -0.57
18. H 0.37
19. C -0.61
20. C -0.40
21. H 0.41
22. C 0.24
23. H 0.39
24. H 0.47
25. C 0.53
26. Rh 0.37
27. H 0.80
28. C 0.24
29. H 0.40
30. N -0.16
31. H 0.22
32. O -0.55
33. C 0.83
34. O -0.59
35. C -0.86
36. H 0.45
37. C -0.58
38. C -0.51
39. C -0.59
40. H 0.37
41. N -0.13
42. H 0.49
43. C 0.92
44. H 0.28
45. C -0.22
46. O -0.72
47. H 0.33
48. H 0.58
49. C -0.16
50. C 0.95
51. H 0.48
52. C -0.52
53. S 0.02
54. C -0.58
55. H 0.63
56. H 0.61
57. C 0.41
58. C -1.05
59. C 0.00
60. H 0.42
61. C -0.75
62. H 0.41
63. C -0.50
64. H 0.53
65. C -0.94
66. C -0.75
67. H 0.49
68. N -0.12
69. H 0.45
70. C -0.10
71. O -0.71
72. C 0.84
73. C 0.42
74. C -0.19
75. S -0.33
76. C -1.28
77. C -0.16
78. H 0.39
79. C -0.18

Record 2
ORCA calculation (the ωB97M-V functional and the def2-TZVPD basis) on 3 unconnected molecules or ions with the total composition C37H28ClFNO6S.

```
75
Properties=species:S:1:pos:R:3
C -3.774 -9.163 2.606
H 4.887 -0.015 -1.596
C 1.160 5.416 -0.867
C 0.865 7.413 -2.418
C -1.828 -3.882 5.912
C -2.034 -2.410 -1.558
O 5.996 -2.703 -1.774
H -3.413 -8.726 5.959
C -2.211 -4.856 4.980
C -1.671 -3.336 3.178
C -3.771 -9.463 3.968
C 1.138 8.276 -1.358
C -3.408 -8.486 4.897
H -4.066 -9.921 1.882
H -1.605 -3.115 2.114
C 0.562 7.933 -3.684
H -4.054 -10.457 4.307
H 1.285 10.344 -0.730
O 3.564 -3.218 -1.576
C 1.480 6.277 0.182
C -2.670 -6.177 5.453
C 2.677 -0.362 -2.429
C -3.035 -7.209 4.462
C -0.776 0.159 -1.506
H -2.067 -0.806 0.373
H 2.045 6.422 2.267
C -3.396 -7.892 2.169
C 1.110 4.034 -0.646
H 0.861 0.456 -5.013
C -1.697 -0.996 -0.735
C 0.665 0.816 -3.917
H -1.060 -1.888 6.198
C -0.294 -0.207 -3.033
H -0.903 -1.408 3.766
H 2.234 -1.374 -2.859
H 0.358 7.264 -4.519
C -1.361 -2.642 5.473
C -0.700 -1.636 -3.761
S 4.628 -2.450 -2.452
C 1.393 3.518 0.620
C 0.515 9.314 -3.879
H 2.404 -0.192 -1.286
H 4.661 -0.177 -3.537
H 1.966 3.975 2.647
C 0.877 5.951 -2.214
O -2.740 -6.417 6.653
H 2.040 1.843 -2.415
C -2.574 -5.588 2.626
O 0.649 5.191 -3.148
C -2.145 -4.579 3.616
H -3.395 -7.667 1.104
C 4.335 -0.577 -2.472
C -1.276 -2.371 4.108
H -1.749 -3.551 -3.492
H 1.346 2.445 0.791
H -2.676 -3.215 -0.995
C 0.769 10.178 -2.814
O -2.559 -5.329 1.429
C 1.085 9.662 -1.555
H 0.847 3.357 -1.457
C 1.781 5.756 1.447
F -0.403 1.438 -0.800
N -1.538 -2.644 -2.995
C -3.014 -6.916 3.099
H 0.276 9.716 -4.861
C 1.487 7.739 -0.028
H -1.887 -4.088 6.979
O 1.772 8.496 0.892
C 1.737 4.378 1.663
H 2.972 1.408 -4.002
H -0.329 -1.882 -4.857
C 2.180 0.983 -3.229
Cl 4.670 -3.262 -4.419
H 0.082 1.835 -3.975
H 0.723 11.255 -2.963
```

E_HOMO = -0.420 Eh
Spin multiplicity = 1
Charge = +1
Frontier orbital gap = 6.009 eV

Let us look at the Mulliken charges, expressed in e, one per atom:
1. C -0.49
2. H 0.34
3. C -0.32
4. C 0.20
5. C -0.63
6. C -0.29
7. O -0.52
8. H 0.46
9. C 0.37
10. C -0.48
11. C -0.46
12. C 0.17
13. C -0.56
14. H 0.39
15. H 0.49
16. C -0.50
17. H 0.40
18. H 0.46
19. O -0.52
20. C 0.27
21. C 0.58
22. C -0.34
23. C 0.20
24. C 0.60
25. H 0.38
26. H 0.48
27. C -0.50
28. C 0.15
29. H 0.37
30. C -0.44
31. C -0.75
32. H 0.39
33. C 0.24
34. H 0.39
35. H 0.25
36. H 0.44
37. C -0.50
38. C -0.35
39. S 0.95
40. C -0.39
41. C -0.49
42. H 0.19
43. H 0.36
44. H 0.39
45. C 0.44
46. O -0.66
47. H -0.13
48. C 0.54
49. O -0.71
50. C 0.09
51. H 0.41
52. C -0.49
53. C -0.42
54. H 0.31
55. H 0.39
56. H 0.38
57. C -0.47
58. O -0.71
59. C -0.55
60. H 0.58
61. C -0.67
62. F -0.15
63. N -0.08
64. C 0.22
65. H 0.40
66. C 0.63
67. H 0.47
68. O -0.66
69. C -0.66
70. H 0.46
71. H 0.36
72. C -0.23
73. Cl -0.17
74. H 0.29
75. H 0.40

Record 3
ORCA calculation (the ωB97M-V functional and the def2-TZVPD basis) on a molecular structure, C37H29F9N4O8PbS.

```
89
Properties=species:S:1:pos:R:3
C 2.901 -0.110 -4.050
N -0.609 -4.412 -0.319
H 3.989 -0.980 -5.688
H -0.568 -2.428 2.169
F 2.191 4.292 -2.605
C -0.378 -4.435 -1.723
C 3.356 -1.005 -1.852
C 6.679 -1.114 2.102
Pb -0.415 0.094 0.241
H -2.661 1.225 6.477
H 1.371 -5.636 -1.418
C -4.831 2.959 0.290
C 3.802 -0.996 -4.619
O -2.424 2.469 2.837
H 5.630 -0.112 -0.955
H 1.952 0.583 -2.266
C 6.720 -0.554 0.833
C 2.553 3.986 -1.339
O 1.717 -0.658 3.322
H -5.769 2.625 -2.097
C -5.081 1.809 -1.873
O 1.086 2.163 -0.898
C 0.353 -0.112 7.257
C 2.670 -0.118 -2.678
C 2.190 -2.324 -0.189
H 0.101 -4.950 0.155
C 0.089 4.351 -0.811
C -1.691 0.760 6.336
H -4.390 1.665 -2.697
H 0.978 -0.336 8.115
C 0.273 -4.575 -4.439
H 1.937 -5.778 -3.805
N -2.465 1.637 0.712
C 1.664 3.520 0.999
H -1.830 0.721 4.177
C 0.725 -5.169 -2.154
C 1.051 -5.234 -3.499
F -0.500 4.016 -1.966
C -2.966 2.399 1.740
F 2.927 3.117 1.232
C -1.176 -3.793 -2.667
C -3.091 1.491 -0.465
H -1.452 -3.337 -4.734
F -0.837 4.241 0.153
H 4.734 -2.645 -1.808
C -0.900 0.463 7.439
O -2.635 0.796 -1.389
C 1.324 3.410 -0.530
C 5.489 -1.667 2.563
C 4.363 -1.681 1.756
F 3.121 5.099 -0.816
H 0.507 -3.667 1.734
F 0.411 5.669 -0.899
O 0.966 -2.084 -0.369
C -0.991 -3.341 0.447
H 5.144 -2.632 -4.239
H 1.783 -0.819 5.793
H 2.362 0.598 -4.670
C -4.204 3.145 1.456
H -4.592 3.815 2.209
O -0.408 -0.562 2.581
C -0.837 -3.861 -4.012
H -5.757 3.461 0.037
O 2.716 -3.431 0.021
C 3.116 -1.060 -0.349
C 4.404 -1.153 0.468
S -2.172 -2.206 0.017
C 4.458 -1.912 -3.805
H -1.252 0.691 8.439
C 4.235 -1.917 -2.437
H 0.543 -4.601 -5.488
H 2.386 0.827 -0.406
C 5.588 -0.569 0.027
H -5.651 0.885 -1.743
F 1.553 4.780 1.489
H 7.635 -0.095 0.471
F 0.853 2.737 1.709
C -1.245 0.471 5.052
H 5.438 -2.078 3.564
C 0.006 -0.109 4.870
O 2.398 0.044 0.181
F 3.517 3.060 -1.428
C 0.806 -0.389 5.974
H 7.563 -1.111 2.730
C 0.517 -0.458 3.476
H 3.430 -2.078 2.132
N -0.441 -3.313 1.673
H -2.028 -3.217 -2.345
N -4.326 2.133 -0.678
```

E_HOMO = -0.117 Eh
Spin multiplicity = 1
Charge = -2
Frontier orbital gap = 7.510 eV

Let us look at the Mulliken charges, expressed in e, one per atom:
1. C -1.14
2. N -0.25
3. H 0.38
4. H 0.11
5. F -0.31
6. C 0.57
7. C -0.52
8. C -0.40
9. Pb 1.75
10. H 0.39
11. H 0.14
12. C 0.02
13. C -0.42
14. O -0.69
15. H 0.40
16. H 0.56
17. C -0.92
18. C 0.50
19. O -0.57
20. H 0.35
21. C -1.06
22. O -0.88
23. C -0.51
24. C -0.06
25. C -0.72
26. H 0.33
27. C 0.47
28. C -0.63
29. H 0.30
30. H 0.37
31. C -0.46
32. H 0.34
33. N 0.29
34. C 0.23
35. H 0.24
36. C -0.19
37. C -0.62
38. F -0.26
39. C 0.34
40. F -0.28
41. C -0.25
42. C 0.12
43. H 0.37
44. F -0.21
45. H 0.53
46. C -0.32
47. O -0.79
48. C 0.99
49. C -0.89
50. C -0.19
51. F -0.32
52. H 0.37
53. F -0.32
54. O 0.08
55. C 0.02
56. H 0.40
57. H 0.42
58. H 0.46
59. C -1.08
60. H 0.39
61. O -0.54
62. C -0.68
63. H 0.28
64. O -0.80
65. C 2.85
66. C 0.03
67. S -0.57
68. C -0.98
69. H 0.35
70. C -0.29
71. H 0.36
72. H -0.20
73. C -0.22
74. H 0.28
75. F -0.34
76. H 0.37
77. F -0.06
78. C -0.24
79. H 0.38
80. C 0.25
81. O 0.16
82. F -0.17
83. C -0.25
84. H 0.37
85. C 0.28
86. H 0.15
87. N -0.41
88. H 0.40
89. N 0.31